A structure of composition C2H13NO3. Source: OMol25; level of theory: the ωB97M-V functional and the def2-TZVPD basis.

Each line ends with the Löwdin charge.
Positions of all 19 atoms, in Å:
C (-1.45, -0.62, -1.27)  -0.135
C (-0.36, -1.19, -0.53)  -0.237
N (1.06, -1.28, -1.29)  0.122
H (-1.25, 0.47, -1.34)  0.084
H (-2.32, -0.64, -0.67)  0.065
H (-1.77, -1.14, -2.18)  0.100
H (-0.63, -2.20, -0.25)  0.121
H (-0.04, -0.62, 0.35)  0.070
H (0.98, -0.81, -2.23)  0.100
H (1.70, -0.74, -0.66)  -0.009
H (0.60, 0.17, 2.37)  0.014
H (0.19, 0.26, 3.06)  0.061
O (2.20, -0.10, 0.68)  -0.187
H (-0.22, 1.86, 0.10)  -0.024
H (1.18, 1.25, 0.32)  -0.013
O (0.72, 2.14, 0.27)  -0.009
H (3.04, -0.08, 1.08)  -0.012
H (-2.04, 1.91, 1.42)  0.031
O (-1.58, 1.33, 0.77)  -0.143

The total energy is -364.09514 Eh. As for the multiplicity: 1. Its LUMO energy is -5.47 eV.

A structure of composition C27H35AuBN2OS3Sb. Source: OMol25; level of theory: the ωB97M-V functional and the def2-TZVPD basis.

Each line ends with the Löwdin charge.
Positions of all 71 atoms, in Å:
Au (0.43, -0.90, 1.83)  0.484
S (-1.25, -4.45, 5.14)  -0.239
Sb (-1.04, -2.23, 4.48)  0.171
S (1.29, -1.91, 4.03)  -0.157
S (-1.52, -2.20, 2.11)  -0.141
B (4.82, -0.24, 1.38)  -0.444
C (3.30, 0.04, 1.56)  -0.219
N (2.16, 0.19, 1.68)  -0.028
H (4.98, -1.31, 1.93)  0.003
H (5.48, 0.62, 1.91)  -0.009
H (5.02, -0.31, 0.19)  -0.004
C (3.38, -4.79, 0.68)  -0.035
C (2.73, -3.97, -0.41)  -0.252
C (2.98, -4.21, -1.76)  0.007
C (2.37, -3.42, -2.73)  -0.266
C (2.61, -3.68, -4.20)  -0.054
C (1.54, -2.39, -2.37)  0.024
C (1.25, -2.08, -1.01)  -0.221
C (1.88, -2.95, -0.06)  0.024
N (0.48, -1.09, -0.53)  0.098
C (-0.27, -0.07, -1.26)  -0.429
C (0.30, 1.31, -0.88)  -0.084
C (-0.54, 2.43, -1.47)  -0.284
C (-1.97, 2.33, -0.93)  -0.111
C (-2.57, 0.99, -1.35)  -0.283
C (-2.58, 0.88, -2.88)  -0.124
C (-1.15, 0.98, -3.39)  -0.289
C (-0.56, 2.33, -2.99)  -0.123
C (-0.29, -0.15, -2.80)  -0.105
C (-1.73, -0.15, -0.78)  -0.107
H (3.86, -5.68, 0.27)  0.071
H (2.65, -5.08, 1.43)  0.087
H (4.14, -4.18, 1.18)  0.086
H (3.64, -5.02, -2.05)  0.113
H (3.28, -4.53, -4.35)  0.069
H (3.07, -2.81, -4.67)  0.080
H (1.67, -3.88, -4.71)  0.078
H (1.11, -1.81, -3.18)  0.076
H (1.69, -2.78, 0.99)  0.060
H (1.34, 1.37, -1.23)  0.133
H (0.33, 1.38, 0.21)  0.083
H (-0.11, 3.40, -1.17)  0.139
H (-2.58, 3.15, -1.32)  0.121
H (-1.97, 2.40, 0.16)  0.104
H (-3.59, 0.91, -0.97)  0.140
H (-3.18, 1.69, -3.31)  0.116
H (-3.03, -0.07, -3.18)  0.119
H (-1.14, 0.88, -4.48)  0.137
H (-1.17, 3.14, -3.42)  0.117
H (0.45, 2.43, -3.39)  0.119
H (0.73, -0.03, -3.18)  0.117
H (-0.69, -1.11, -3.12)  0.124
H (-2.15, -1.12, -1.08)  0.128
H (-1.75, -0.12, 0.31)  0.047
C (0.45, 2.69, 3.18)  -0.011
C (-0.79, 1.84, 3.22)  -0.399
O (-0.71, 0.65, 3.46)  -0.144
C (-2.10, 2.45, 2.94)  -0.166
C (-2.27, 3.84, 2.84)  -0.037
C (-3.53, 4.37, 2.63)  -0.088
C (-4.64, 3.54, 2.52)  -0.087
C (-4.48, 2.16, 2.63)  -0.071
C (-3.22, 1.63, 2.84)  -0.011
H (1.33, 2.06, 3.27)  0.068
H (0.44, 3.42, 4.00)  0.090
H (0.51, 3.24, 2.24)  0.085
H (-1.42, 4.50, 2.94)  0.106
H (-3.66, 5.44, 2.56)  0.099
H (-5.63, 3.96, 2.37)  0.099
H (-5.34, 1.51, 2.56)  0.105
H (-3.09, 0.55, 2.92)  0.100

The total energy is -2830.02811 Eh. As for the multiplicity: 4. The charge is -1. Its LUMO energy (spin up / spin down) is 2.08 / 0.88 eV.

The molecule C16H22N2O4S. Source: OMol25; level of theory: the ωB97M-V functional and the def2-TZVPD basis.

Each line ends with the Löwdin charge.
Positions of all 45 atoms, in Å:
C (-2.11, -3.14, -1.08)  -0.057
C (-1.28, -3.84, 0.00)  -0.232
O (0.12, -3.74, -0.25)  -0.043
C (0.75, -2.56, -0.04)  -0.255
C (2.09, -2.50, -0.44)  0.029
C (2.83, -1.35, -0.28)  0.005
C (2.27, -0.20, 0.29)  -0.259
O (2.90, 0.98, 0.49)  -0.059
C (4.20, 1.19, -0.03)  -0.225
C (4.20, 1.43, -1.53)  -0.058
C (0.94, -0.28, 0.69)  -0.191
S (0.01, 1.09, 1.36)  0.745
O (0.75, 2.30, 1.52)  -0.237
O (-0.78, 0.62, 2.46)  -0.265
N (-1.06, 1.32, 0.04)  -0.092
C (-0.54, 1.48, -1.23)  -0.051
C (-1.60, 1.56, -2.09)  -0.331
C (-1.61, 1.74, -3.56)  -0.039
N (-2.76, 1.45, -1.36)  0.166
C (-2.42, 1.32, -0.11)  -0.339
C (-3.39, 1.19, 1.01)  -0.167
C (-3.63, -0.27, 1.40)  -0.085
C (0.19, -1.43, 0.54)  0.006
H (-1.92, -2.07, -1.10)  0.061
H (-3.17, -3.31, -0.88)  0.079
H (-1.87, -3.55, -2.05)  0.081
H (-1.48, -4.91, -0.02)  0.125
H (-1.52, -3.45, 0.99)  0.119
H (2.53, -3.38, -0.88)  0.126
H (3.86, -1.35, -0.60)  0.112
H (4.54, 2.09, 0.49)  0.129
H (4.87, 0.36, 0.24)  0.118
H (3.83, 0.56, -2.07)  0.069
H (5.21, 1.65, -1.87)  0.079
H (3.56, 2.27, -1.77)  0.080
H (0.52, 1.54, -1.38)  0.120
H (-2.12, 2.67, -3.82)  0.078
H (-0.60, 1.76, -3.95)  0.074
H (-2.16, 0.92, -4.03)  0.076
H (-3.01, 1.73, 1.87)  0.108
H (-4.32, 1.64, 0.67)  0.116
H (-2.74, -0.67, 1.89)  0.048
H (-4.46, -0.33, 2.10)  0.074
H (-3.87, -0.87, 0.53)  0.070
H (-0.83, -1.40, 0.89)  0.096

The total energy is -1431.51151 Eh. As for the multiplicity: 1. Its LUMO energy is 0.40 eV. Its SMILES is CCOc1ccc(OCC)c(S(=O)(=O)n2cc(C)nc2CC)c1.

A cluster of 2 separate species, C9H13NO in total. Source: OMol25; level of theory: the ωB97M-V functional and the def2-TZVPD basis.

Each line ends with the Löwdin charge.
Positions of all 24 atoms, in Å:
C (-0.37, -3.71, -0.87)  -0.046
C (0.22, -2.30, -0.68)  -0.268
C (1.63, -2.28, -0.73)  -0.064
C (2.29, -1.07, -0.66)  -0.063
C (1.53, 0.17, -0.72)  -0.078
C (0.16, 0.11, -0.72)  -0.101
C (-0.49, -1.12, -0.63)  -0.053
H (-0.50, -3.98, -1.91)  0.076
H (-1.37, -3.68, -0.45)  0.072
H (0.27, -4.45, -0.41)  0.065
H (2.21, -3.20, -0.73)  0.107
H (3.35, -0.91, -0.60)  0.091
H (2.13, 1.06, -0.69)  0.091
H (-0.44, 1.01, -0.61)  0.065
H (-1.51, -1.20, -0.32)  0.104
C (-0.20, 3.37, 0.73)  -0.014
C (-0.98, 2.71, 1.85)  -0.595
N (-2.20, 2.22, 1.41)  0.146
O (-0.50, 2.61, 2.95)  0.054
H (0.84, 3.52, 1.00)  0.088
H (-0.80, 4.09, 0.22)  0.068
H (0.08, 2.56, -0.02)  0.055
H (-2.86, 1.93, 2.10)  0.105
H (-2.49, 2.53, 0.49)  0.096

The total energy is -480.72497 Eh. As for the multiplicity: 1. Its LUMO energy is 0.76 eV. Its SMILES is Cc1ccccc1.CC(N)=O.

Number 1: strongest force on any atom 4.65 eV Å⁻¹. Number 2: strongest force on any atom 1.32 eV Å⁻¹. Number 3: strongest force on any atom 0.69 eV Å⁻¹. Number 4: strongest force on any atom 3.33 eV Å⁻¹.